# 1
C26H43N3P2V | ωB97M-V/def2-TZVPD

Last column: Löwdin spin population.
Geometry (Å):
V: 0.0595 -0.4457 0.9815  1.960
C: -0.6170 -2.2092 2.1172  0.000
C: 0.7645 -2.3573 1.7037  -0.007
C: 0.6721 -0.7081 3.3386  -0.027
C: -0.6617 -1.1830 3.1104  -0.025
C: 1.5491 -1.4064 2.4578  -0.009
C: -1.7835 -3.0666 1.7482  0.006
H: -1.5267 -3.7543 0.9334  0.000
H: -2.6426 -2.4513 1.4423  0.000
H: -2.1057 -3.6701 2.6114  0.001
C: -1.8762 -0.8499 3.9093  -0.002
H: -2.7348 -0.6327 3.2566  -0.001
H: -1.7135 0.0254 4.5515  0.000
H: -2.1768 -1.6833 4.5651  -0.001
C: 1.0979 0.2429 4.4020  -0.003
H: 1.5811 -0.2798 5.2432  -0.001
H: 0.2495 0.8027 4.8170  0.000
H: 1.8230 0.9752 4.0214  -0.001
C: 3.0375 -1.3267 2.4756  0.002
H: 3.4402 -1.9233 3.3119  0.000
H: 3.3883 -0.2937 2.6149  0.000
H: 3.4623 -1.7324 1.5472  0.000
C: 1.3331 -3.4211 0.8254  0.005
H: 1.9021 -4.1448 1.4303  0.000
H: 2.0247 -2.9885 0.0875  0.001
H: 0.5419 -3.9696 0.2999  0.000
C: -1.7645 0.8531 -3.5627  0.002
C: -1.8724 -0.4778 -3.4913  -0.001
C: -1.0814 -1.4015 -4.3601  0.000
C: 0.4235 -1.0470 -4.4527  0.000
C: 1.0260 -0.4281 -3.2316  0.001
C: 1.2113 0.9033 -3.1107  0.000
C: 0.5556 1.9460 -3.9861  0.000
C: -0.8799 1.6193 -4.4900  0.000
H: -1.5094 -1.3709 -5.3754  0.000
H: 0.5763 -0.4165 -5.3369  0.000
H: -1.1868 -2.4396 -4.0144  0.000
H: -0.8135 1.1472 -5.4769  0.000
H: -2.4766 1.4653 -2.9926  0.000
H: -2.7155 -0.9310 -2.9545  0.000
H: -1.3648 2.5897 -4.6539  0.000
H: 0.5254 2.9052 -3.4366  0.000
H: 2.0386 1.3139 -2.5238  0.000
H: 1.1935 2.1190 -4.8737  0.000
H: 0.9471 -1.9890 -4.6546  0.000
H: 1.5258 -1.1239 -2.5496  0.001
P: -1.6978 0.3006 -0.2694  -0.005
P: 1.6897 1.2872 0.4592  0.018
C: -0.7908 1.6898 -1.0393  0.019
C: 0.4690 2.3782 -0.4489  0.016
H: -1.5277 2.4628 -1.3040  0.003
H: -0.4696 1.1748 -1.9481  0.000
H: 1.0265 2.8570 -1.2706  0.001
H: 0.1325 3.1653 0.2479  0.001
C: 2.4837 2.4128 1.6470  -0.005
H: 2.9470 1.8448 2.4615  0.000
H: 1.7533 3.1043 2.0860  0.000
H: 3.2713 3.0047 1.1556  -0.001
C: 3.1084 0.6504 -0.4925  0.010
H: 3.6730 1.4641 -0.9656  0.001
H: 2.7766 -0.0556 -1.2611  0.002
H: 3.7775 0.1040 0.1841  0.000
C: -3.4504 0.3860 -0.2510  -0.004
H: -3.8404 -0.5200 0.2360  0.000
H: -3.8327 0.4648 -1.2775  -0.003
H: -3.7258 1.2642 0.3499  0.000
C: -1.0664 -1.2851 -0.9624  0.021
H: -0.3309 -1.8201 -0.3173  0.006
H: -0.5607 -1.1501 -1.9205  0.006
H: -1.9164 -1.9632 -1.1308  0.001
N: -0.7600 1.2875 1.9508  -0.015
C: -1.1834 2.1586 2.6347  0.009
N: -1.6740 3.1937 3.1652  0.012
C: -1.7949 3.5098 4.4412  0.001
N: -1.9333 3.8436 5.5647  0.006

Properties
E_LUMO (alpha / beta)	-2.6 / -3.0	eV
multiplicity	3
HOMO level (alpha / beta)	-10.762 / -10.780	eV
net charge	+1
⟨S²⟩	2.050

***

# 2
C35H30As2F5NO3Pt | ωB97M-V/def2-TZVPD

Last column: Löwdin charge in e.
Geometry (Å):
Pt: 0.6458 0.8958 0.2786  0.751
C: -1.6445 -0.8980 -2.1982  -0.391
C: -2.2491 -1.1669 -0.8268  -0.382
As: -0.8644 -1.0770 0.6149  1.260
C: -1.8790 -1.7914 2.1037  -0.352
C: -1.2743 -2.6333 3.0311  -0.095
C: -2.0070 -3.1368 4.0933  -0.061
C: -3.3411 -2.7936 4.2422  -0.073
C: -3.9392 -1.9315 3.3386  -0.074
C: -3.2079 -1.4205 2.2815  -0.101
C: 0.2424 -2.5756 0.1053  -0.369
C: -0.2446 -3.8764 0.1377  -0.103
C: 0.5517 -4.9261 -0.2844  -0.077
C: 1.8413 -4.6792 -0.7272  -0.081
C: 2.3390 -3.3870 -0.7451  -0.072
C: 1.5390 -2.3373 -0.3312  -0.134
As: -0.1172 0.3657 -2.1335  1.253
C: -1.0589 2.0634 -2.1779  -0.394
C: -1.6861 2.4650 -0.9975  -0.136
C: -2.2905 3.7058 -0.9140  -0.059
C: -2.2841 4.5516 -2.0119  -0.076
C: -1.6581 4.1656 -3.1837  -0.082
C: -1.0313 2.9336 -3.2606  -0.115
C: 0.5054 0.1319 -3.9876  -0.360
C: -0.3275 0.2331 -5.0956  -0.114
C: 0.1717 -0.0324 -6.3585  -0.070
C: 1.4935 -0.4198 -6.5140  -0.074
C: 2.3281 -0.5299 -5.4140  -0.075
C: 1.8331 -0.2476 -4.1538  -0.118
H: -2.4024 -0.4968 -2.8849  0.080
H: -1.2569 -1.8309 -2.6294  0.078
H: -2.7429 -2.1455 -0.8079  0.083
H: -3.0065 -0.4096 -0.5912  0.063
H: -0.2283 -2.8947 2.9023  0.117
H: -1.5389 -3.8011 4.8047  0.109
H: -3.9109 -3.1875 5.0703  0.106
H: -4.9763 -1.6562 3.4619  0.106
H: -3.6669 -0.7258 1.5863  0.100
H: -1.2492 -4.0676 0.5067  0.108
H: 0.1684 -5.9376 -0.2745  0.106
H: 2.4630 -5.4998 -1.0486  0.103
H: 3.3506 -3.2073 -1.0770  0.104
H: 1.9106 -1.3128 -0.2873  0.054
H: -1.6757 1.8094 -0.1230  0.063
H: -2.7529 4.0205 0.0099  0.114
H: -2.7520 5.5208 -1.9504  0.105
H: -1.6504 4.8264 -4.0379  0.105
H: -0.5060 2.6510 -4.1677  0.089
H: -1.3652 0.5235 -4.9675  0.108
H: -0.4736 0.0582 -7.2211  0.109
H: 1.8731 -0.6463 -7.4976  0.107
H: 3.3543 -0.8422 -5.5360  0.108
H: 2.4641 -0.3323 -3.2716  0.092
N: 2.2330 2.2632 -1.0881  -0.056
C: 2.9331 3.3090 -0.3396  -0.252
C: 3.2495 2.8146 1.0688  -0.109
C: 2.0146 3.0370 1.9961  -0.690
O: 2.1615 3.6844 3.0139  0.051
O: 0.9051 2.5714 1.5872  -0.189
H: 2.8988 1.5500 -1.3812  0.077
H: 1.7806 2.6465 -1.9169  0.071
H: 2.2790 4.1838 -0.2868  0.127
H: 3.8596 3.6108 -0.8533  0.114
H: 4.0793 3.3799 1.4934  0.112
H: 3.5027 1.7483 1.0519  0.109
F: -0.1888 0.9770 7.2851  0.095
C: 0.1614 0.6401 6.0328  -0.148
C: 1.3364 -0.0668 5.7972  -0.146
F: 2.1084 -0.4407 6.8288  0.104
C: 1.7104 -0.4009 4.5089  -0.134
F: 2.8459 -1.1032 4.3221  0.088
C: 0.9168 -0.0962 3.3757  -0.356
O: 1.2312 -0.4935 2.1994  -0.208
C: -0.2730 0.6087 3.6739  -0.157
F: -1.1123 0.9209 2.6473  -0.009
C: -0.6448 0.9735 4.9510  -0.144
F: -1.8039 1.6151 5.1525  0.107

Properties
E_LUMO (alpha / beta)	-1.3 / -1.5	eV
HOMO level (alpha / beta)	-6.938 / -6.901	eV
net charge	0

***

# 3
C3H9CeO3 | ωB97M-V/def2-TZVPD

Last column: Löwdin spin population.
Geometry (Å):
O: -3.7782 -0.5460 1.2807  -0.019
H: -0.3718 -0.9818 2.4319  0.000
H: -4.1536 -0.0347 1.9961  -0.001
C: 0.2621 0.7205 -2.2117  0.000
O: 0.1262 0.3750 -0.8332  -0.005
C: 1.3227 -0.1310 -0.2354  0.000
C: 1.1103 -0.2033 1.2566  0.000
H: -0.7118 0.5689 -2.6873  0.000
H: 0.5568 1.7744 -2.2939  0.000
H: 1.0168 0.0782 -2.6856  0.000
H: 2.1525 0.5548 -0.4553  0.000
H: 1.5329 -1.1242 -0.6596  0.000
H: 1.8804 -0.8401 1.7073  0.000
H: 1.1371 0.7988 1.7051  0.000
Ce: -1.9025 -0.2233 0.2028  1.028
O: -0.1799 -0.7859 1.4816  -0.002

Properties
E_LUMO (alpha / beta)	-9.1 / -9.0	eV
relative energy (zero: lowest compared OMol25 entry of this formula, charge and spin)	0.00	kcal per mole
multiplicity	2
HOMO level (alpha / beta)	-18.956 / -18.999	eV
net charge	+2
⟨S²⟩	0.751

***

net charge of number 3 (C3H9CeO3)?
+2

***

Among the records above, which one has the highest net charge?
C3H9CeO3

***

Among the records above, which one has the highest net charge?
C3H9CeO3

***

The highest net charge belongs to which entry?
C3H9CeO3